Entry 1:
C20H30AsN4O4PRuS5 | ωB97M-V/def2-TZVPD

Total charge: +3
M (g/mol): 757.8
Max |F| (eV Å⁻¹): 2.79
Electronic energy (eV): -162238.85356
Multiplicity: 2

Geometry as XYZ:
```
66
Properties=species:S:1:pos:R:3:mulliken_spin:R:1
Ru -0.525 -0.249 0.068 0.07
O -2.449 -2.777 -2.861 0.00
C -1.677 -2.264 -1.939 0.00
O -1.560 -1.055 -1.749 0.00
C -0.951 -3.282 -1.124 0.00
C -1.022 -4.647 -1.339 0.00
C -0.274 -5.465 -0.503 0.00
C 0.510 -4.887 0.488 0.00
C 0.512 -3.505 0.614 -0.01
N -0.217 -2.723 -0.173 0.00
C 1.349 -2.706 1.582 0.01
O 1.981 -3.301 2.576 0.00
O 1.440 -1.514 1.419 0.00
H -2.897 -2.078 -3.369 0.00
H -1.634 -5.052 -2.133 0.00
H -0.290 -6.540 -0.629 0.00
H 1.112 -5.526 1.123 0.00
H 1.814 -4.253 2.629 0.00
C -1.830 3.053 0.981 0.01
As -2.020 1.591 -0.262 0.00
C -3.906 1.246 -0.163 0.00
C -1.864 2.554 -1.916 0.00
H -2.339 3.925 0.571 0.00
H -0.779 3.281 1.145 -0.01
H -2.284 2.793 1.935 -0.01
H -4.391 2.219 -0.104 0.00
H -4.160 0.661 0.714 0.00
H -4.243 0.723 -1.056 0.00
H -2.665 3.290 -1.955 0.00
H -1.946 1.886 -2.772 0.00
H -0.916 3.080 -1.945 0.00
C -1.122 1.402 5.411 -0.01
S -2.831 0.886 5.199 0.21
C -2.905 -0.063 3.806 0.14
C -1.998 -0.268 2.745 0.12
S -0.507 0.408 2.373 0.32
S -2.545 -1.387 1.565 0.01
C -4.201 -1.663 2.088 -0.04
S -5.272 -2.542 1.312 0.14
S -4.442 -0.877 3.639 0.02
H -1.155 1.987 6.329 0.00
H -0.783 2.029 4.593 0.01
H -0.476 0.539 5.552 0.01
C 3.080 2.842 -2.170 0.00
N 3.375 2.408 -0.713 0.00
C 4.364 1.214 -0.774 0.00
N 3.831 0.175 -1.578 0.00
C 3.557 0.642 -2.934 0.00
N 2.593 1.742 -2.926 0.00
C 1.242 1.320 -2.540 0.00
P 1.240 0.650 -0.825 0.00
C 2.108 2.038 0.018 0.00
C 2.679 -0.496 -0.967 0.00
H 4.025 3.207 -2.567 0.00
H 2.360 3.657 -2.117 0.00
H 3.828 3.180 -0.220 0.00
H 4.537 0.896 0.253 0.00
H 5.282 1.612 -1.202 0.00
H 3.158 -0.179 -3.526 0.00
H 4.485 0.981 -3.394 0.00
H 0.873 0.562 -3.232 0.00
H 0.569 2.167 -2.612 0.00
H 2.365 1.748 1.038 0.00
H 1.469 2.921 0.066 0.00
H 2.395 -1.360 -1.570 0.00
H 2.941 -0.856 0.025 0.00
```

***

Entry 2:
C28H27FN10O4PRu | ωB97M-V/def2-TZVPD

Total charge: +2
M (g/mol): 718.6
Max |F| (eV Å⁻¹): 5.37
Electronic energy (eV): -67140.25113
Multiplicity: 2

Geometry as XYZ:
```
72
Properties=species:S:1:pos:R:3:mulliken_spin:R:1
Ru -0.750 -0.576 0.027 0.94
C 2.601 3.883 -1.490 0.00
N 1.760 2.735 -1.709 0.00
C 1.509 2.149 -2.905 0.00
C 0.676 1.088 -2.663 0.00
N 0.424 1.021 -1.333 0.00
C 1.089 2.028 -0.769 0.00
P 0.939 2.619 0.960 0.00
C 1.086 1.080 1.954 -0.01
N 0.192 0.096 2.061 0.05
C 0.558 -0.657 3.120 0.00
C 1.687 -0.121 3.682 0.00
N 2.012 0.968 2.943 0.00
C 3.127 1.851 3.178 0.00
C -0.893 2.614 0.945 -0.01
N -1.700 1.595 0.658 0.03
C -2.963 2.057 0.813 0.00
C -2.921 3.375 1.184 0.00
N -1.612 3.715 1.262 0.00
C -1.079 5.007 1.608 0.00
H 3.232 4.040 -2.362 0.00
H 2.002 4.780 -1.324 0.00
H 3.252 3.716 -0.632 0.00
H 1.915 2.508 -3.830 0.00
H 0.242 0.406 -3.368 0.00
H -0.014 -1.511 3.431 0.00
H 2.253 -0.437 4.535 0.00
H 3.875 1.340 3.782 0.00
H 3.582 2.161 2.236 0.00
H 2.799 2.742 3.716 0.00
H -3.823 1.438 0.667 0.00
H -3.715 4.062 1.387 0.00
H -1.900 5.692 1.807 0.00
H -0.454 4.942 2.501 0.00
H -0.478 5.407 0.790 0.00
C -0.592 -4.866 1.848 0.00
C -1.872 -5.368 1.679 0.00
C -2.836 -4.554 1.113 0.00
C -2.505 -3.255 0.729 0.01
N -1.270 -2.775 0.931 -0.02
C -0.344 -3.554 1.466 0.00
C -3.449 -2.373 0.028 0.00
C -4.786 -2.700 -0.208 0.00
C -5.569 -1.843 -0.960 0.00
C -5.002 -0.692 -1.486 0.00
C -3.671 -0.428 -1.199 0.00
N -2.940 -1.230 -0.444 -0.01
H 0.195 -5.472 2.265 0.00
H -2.118 -6.378 1.969 0.00
H -3.830 -4.935 0.959 0.00
H 0.640 -3.120 1.581 0.00
H -5.213 -3.608 0.184 0.00
H -6.605 -2.079 -1.150 0.00
H -5.569 -0.016 -2.106 0.00
H -3.169 0.448 -1.598 0.00
F 4.753 0.636 -3.497 0.00
C 4.038 0.037 -2.553 0.00
C 3.314 -1.071 -2.836 0.00
N 2.530 -1.680 -1.899 0.00
C 1.679 -2.763 -2.244 0.00
C 0.280 -2.098 -2.850 0.01
O 0.330 -1.931 -4.040 -0.01
O -0.549 -1.843 -1.976 -0.02
C 2.381 -1.130 -0.641 0.01
O 1.572 -1.549 0.177 0.03
N 3.202 -0.078 -0.356 0.00
C 4.008 0.660 -1.234 0.00
O 4.507 1.690 -0.865 0.00
H 3.296 -1.486 -3.834 0.00
H 1.419 -3.339 -1.358 0.00
H 2.105 -3.368 -3.040 0.00
H 3.128 0.301 0.584 0.00
```

***

Entry 3:
C31H47I3N8O2Ti | ωB97M-V/def2-TZVPD

Total charge: +2
M (g/mol): 992.4
Max |F| (eV Å⁻¹): 0.64
Electronic energy (eV): -96327.96618
Multiplicity: 1

Geometry as XYZ:
```
92
Properties=species:S:1:pos:R:3:lowdin_charge:R:1
Ti 0.036 -0.271 -0.153 1.14
I -3.978 -1.929 -2.457 0.77
C -4.752 -0.157 -3.357 -1.13
I -3.444 1.511 -3.311 0.81
H -5.652 0.107 -2.819 -0.03
H -4.962 -0.394 -4.392 -0.03
N 2.519 -0.085 1.731 0.07
N 2.400 1.156 2.357 0.04
C 1.471 2.021 1.930 -0.34
N 1.482 3.266 2.363 0.27
N 0.555 1.503 1.093 0.08
N -0.374 2.267 0.514 -0.39
O -0.618 3.414 0.778 0.14
O -0.992 1.613 -0.365 -0.07
H 2.601 -0.807 2.440 0.08
H 3.342 -0.078 1.136 0.09
H 3.164 1.503 2.919 0.17
H 2.236 3.618 2.930 0.15
H 0.753 3.894 2.061 0.11
I 3.874 -4.601 0.875 0.98
C 2.178 -4.071 -0.200 -0.70
C 1.496 -4.969 -1.004 -0.08
C 0.342 -4.536 -1.643 0.00
C -0.090 -3.241 -1.454 -0.13
N 0.585 -2.362 -0.699 -0.03
C 1.701 -2.779 -0.093 -0.22
H 1.849 -5.985 -1.127 0.12
H -0.225 -5.204 -2.275 0.13
H -1.010 -2.896 -1.908 0.07
H 2.226 -2.046 0.497 0.07
C -1.267 -5.594 1.468 -0.02
C -0.779 -4.226 1.856 -0.23
C 0.244 -4.082 2.803 0.01
C 0.678 -2.837 3.231 -0.25
C 1.711 -2.719 4.321 -0.03
C 0.098 -1.704 2.660 -0.03
C -0.882 -1.819 1.680 -0.34
C -1.331 -3.085 1.304 -0.02
N -1.420 -0.637 1.038 -0.05
C -2.651 -0.087 1.721 -0.56
C -3.475 -1.212 2.358 -0.03
C -2.223 0.877 2.836 -0.01
C -3.555 0.629 0.725 -0.05
H -1.918 -5.997 2.246 0.10
H -0.437 -6.291 1.349 0.09
H -1.839 -5.569 0.541 0.08
H 0.693 -4.972 3.232 0.14
H 2.444 -3.523 4.261 0.08
H 1.236 -2.778 5.301 0.10
H 2.244 -1.765 4.289 0.07
H 0.384 -0.713 2.999 0.10
H -2.112 -3.160 0.555 0.12
H -2.938 -1.721 3.157 0.10
H -3.787 -1.947 1.615 0.09
H -4.376 -0.775 2.786 0.10
H -1.475 0.429 3.491 0.08
H -3.093 1.110 3.449 0.10
H -1.849 1.823 2.447 0.07
H -3.884 -0.065 -0.048 0.02
H -3.081 1.481 0.250 0.05
H -4.438 0.991 1.253 0.10
C 1.893 5.408 -1.287 -0.03
C 2.467 4.025 -1.128 -0.24
C 3.788 3.836 -0.727 0.00
C 4.332 2.563 -0.603 -0.26
C 5.791 2.383 -0.276 -0.03
C 3.512 1.463 -0.840 -0.03
C 2.180 1.619 -1.207 -0.30
C 1.678 2.906 -1.376 -0.03
N 1.345 0.464 -1.395 -0.07
C 1.204 0.025 -2.817 -0.57
C 2.290 -1.011 -3.132 -0.01
C -0.222 -0.540 -3.006 -0.07
C 1.363 1.160 -3.834 -0.02
H 2.640 6.104 -1.666 0.09
H 1.543 5.795 -0.327 0.08
H 1.045 5.405 -1.969 0.09
H 4.416 4.702 -0.549 0.13
H 6.141 3.147 0.417 0.08
H 6.393 2.471 -1.183 0.10
H 5.997 1.402 0.153 0.08
H 3.933 0.461 -0.812 0.12
H 0.658 3.042 -1.717 0.12
H 2.264 -1.864 -2.458 0.06
H 3.273 -0.543 -3.060 0.09
H 2.173 -1.375 -4.154 0.10
H -0.837 -0.731 -2.101 0.01
H -0.850 0.157 -3.558 0.01
H -0.229 -1.493 -3.534 0.10
H 2.352 1.613 -3.788 0.10
H 0.610 1.935 -3.698 0.09
H 1.232 0.741 -4.833 0.11
```

***

Entry 4:
C4H5NO | ωB97M-V/def2-TZVPD

Total charge: 0
M (g/mol): 83.1
Max |F| (eV Å⁻¹): 1.20
SMILES string: CCN=C=C=O
Electronic energy (eV): -7763.26453
Multiplicity: 1

Geometry as XYZ:
```
11
Properties=species:S:1:pos:R:3:nbo_charge:R:1
C -1.453 0.125 -0.932 -0.62
C -0.174 -0.007 -0.139 -0.25
N 1.187 0.084 -0.765 -0.32
C 2.101 -0.015 0.097 -0.04
C 1.909 -0.166 1.489 0.60
O 2.237 -0.279 2.595 -0.41
H -2.270 0.056 -0.196 0.22
H -1.573 -0.691 -1.646 0.21
H -1.530 1.084 -1.446 0.22
H -0.166 0.774 0.626 0.19
H -0.175 -0.993 0.332 0.19
```

***

Entry 5:
CH4ClN | ωB97M-V/def2-TZVPD

Total charge: 0
M (g/mol): 65.5
Max |F| (eV Å⁻¹): 4.97
Electronic energy (eV): -15113.03918
Multiplicity: 1

Geometry as XYZ:
```
7
Properties=species:S:1:pos:R:3:nbo_charge:R:1
C 0.654 -0.131 0.078 -0.15
N -0.594 0.299 -0.189 -0.85
Cl 1.879 1.251 0.026 -0.14
H 0.839 -0.935 -0.614 0.20
H 0.733 -0.902 1.263 0.17
H -0.912 0.893 0.550 0.39
H -0.805 0.369 -1.174 0.39
```

***

Entry 6:
C34H25IrN4O7 | ωB97M-V/def2-TZVPD

Total charge: 0
M (g/mol): 793.8
Max |F| (eV Å⁻¹): 0.64
Electronic energy (eV): -58796.76218
Multiplicity: 1

Geometry as XYZ:
```
71
Properties=species:S:1:pos:R:3:lowdin_charge:R:1
Ir 0.206 0.205 -0.937 1.51
C -0.367 -0.766 -3.947 -0.03
O -0.910 -0.274 -2.711 -0.24
C -2.264 -0.258 -2.477 -0.20
C -3.211 -0.680 -3.392 0.00
C -4.554 -0.637 -3.034 -0.07
C -4.945 -0.189 -1.783 -0.08
C -3.992 0.227 -0.867 -0.01
C -2.651 0.205 -1.211 -0.15
N -1.605 0.602 -0.309 -0.14
N -1.937 1.240 0.721 0.11
C -0.998 1.674 1.623 -0.12
C 0.394 1.381 1.618 -0.29
O 1.061 0.665 0.771 -0.14
C 1.193 1.901 2.701 0.01
C 0.672 2.656 3.683 -0.01
C -0.724 2.988 3.711 -0.17
C -1.259 3.788 4.737 -0.04
C -2.593 4.103 4.758 -0.09
C -3.424 3.621 3.737 -0.08
C -2.918 2.842 2.726 -0.03
C -1.553 2.499 2.689 -0.10
H -0.773 -0.177 -4.768 0.10
H -0.593 -1.826 -4.036 0.10
H 0.710 -0.639 -3.858 0.09
H -2.928 -1.053 -4.364 0.11
H -5.296 -0.972 -3.746 0.11
H -5.993 -0.179 -1.515 0.11
H -4.261 0.563 0.124 0.11
H 2.245 1.650 2.669 0.12
H 1.309 3.032 4.475 0.12
H -0.594 4.149 5.512 0.11
H -3.002 4.716 5.549 0.10
H -4.479 3.867 3.743 0.10
H -3.569 2.483 1.943 0.09
O 2.079 -0.198 -1.657 -0.19
C 3.069 0.640 -1.529 -0.34
C 4.377 0.103 -1.504 0.00
C 5.487 0.897 -1.371 -0.08
C 5.361 2.288 -1.253 -0.10
C 4.104 2.836 -1.295 -0.06
C 2.950 2.049 -1.446 -0.09
C 1.660 2.705 -1.570 -0.24
N 0.456 2.140 -1.523 -0.04
C -0.488 3.130 -1.724 -0.09
C 0.149 4.307 -1.901 -0.07
N 1.492 4.027 -1.804 0.12
H 4.457 -0.973 -1.580 0.12
H 6.468 0.439 -1.342 0.10
H 6.231 2.917 -1.127 0.10
H 4.008 3.912 -1.187 0.10
H -1.542 2.916 -1.730 0.11
H -0.220 5.298 -2.091 0.11
H 2.239 4.686 -1.927 0.15
O 0.493 -2.700 -2.188 0.03
C 0.375 -2.714 -0.967 -0.56
O 0.060 -1.697 -0.225 -0.16
C 0.584 -3.973 -0.169 -0.12
C 1.184 -5.058 -0.790 -0.02
C 1.428 -6.251 -0.103 0.02
C 1.026 -6.298 1.208 -0.22
O 1.165 -7.328 2.101 0.03
C 0.457 -6.918 3.269 -0.14
O 0.157 -5.533 3.141 0.03
C 0.421 -5.219 1.828 -0.20
C 0.192 -4.039 1.176 0.08
H 1.463 -4.956 -1.830 0.11
H 1.906 -7.096 -0.577 0.12
H 1.087 -7.073 4.145 0.13
H -0.475 -7.489 3.347 0.14
H -0.256 -3.186 1.663 0.13
```

***

Entry 7:
C2H16O5S | ωB97M-V/def2-TZVPD

Total charge: 0
M (g/mol): 152.2
Max |F| (eV Å⁻¹): 1.56
SMILES string: CCS.O.O.O.O.O
Electronic energy (eV): -23406.75801
Multiplicity: 1

Geometry as XYZ:
```
24
Properties=species:S:1:pos:R:3:nbo_charge:R:1
C -0.659 -1.641 -1.686 -0.61
C -0.415 -0.138 -1.544 -0.53
S 1.212 0.327 -2.184 -0.05
H 0.165 -2.219 -1.270 0.21
H -0.776 -1.916 -2.736 0.21
H -1.578 -1.931 -1.174 0.21
H -1.271 0.452 -1.864 0.23
H -0.475 0.053 -0.474 0.20
H 0.986 1.484 -2.844 0.13
O -0.659 2.395 -0.238 -0.97
H -0.929 3.231 0.175 0.48
H 0.282 2.397 -0.109 0.51
O -0.132 -1.293 1.823 -0.99
H 0.149 -1.142 2.735 0.48
H -0.856 -0.669 1.658 0.51
O 1.661 1.379 1.561 -0.96
H 2.381 0.987 1.076 0.49
H 1.154 0.575 1.749 0.47
O -2.078 0.631 1.526 -0.98
H -1.856 1.275 0.839 0.51
H -3.025 0.436 1.405 0.48
O 2.436 -1.225 0.423 -0.97
H 1.496 -1.321 0.656 0.49
H 2.786 -2.128 0.499 0.47
```

***

Entry 8:
C2H6S | ωB97M-V/def2-TZVPD

Total charge: 0
M (g/mol): 62.1
Max |F| (eV Å⁻¹): 1.13
SMILES string: CSC
Electronic energy (eV): -13006.34370
Multiplicity: 1

Geometry as XYZ:
```
9
Properties=species:S:1:pos:R:3:nbo_charge:R:1
C 1.050 0.558 -0.630 -0.76
S -0.683 0.342 -0.912 0.20
C -1.092 -0.578 0.586 -0.74
H 1.251 1.155 0.271 0.21
H 1.565 -0.386 -0.458 0.21
H 1.472 1.087 -1.478 0.23
H -2.140 -0.848 0.518 0.23
H -0.989 0.104 1.428 0.21
H -0.434 -1.435 0.675 0.21
```